Density functional theory data (ωB97M-V/def2-TZVPD) for 2 unconnected molecules or ions with the total composition C4H7NO2 at a distorted geometry.

Geometry (Å):
C1 0.597 1.058 1.191
C2 0.580 0.418 -0.171
C3 1.227 -2.351 -0.216
O1 1.768 -2.490 0.774
C4 -0.552 0.067 -0.814
O2 -0.587 -0.740 -1.913
N1 -1.818 0.435 -0.427
H1 -0.274 0.747 1.784
H2 1.482 0.736 1.753
H3 0.609 2.158 1.173
H4 1.524 0.211 -0.667
H5 0.069 -1.443 -1.770
H6 -1.946 1.278 0.104
H7 -2.605 0.060 -0.930

Computed properties:
Spin multiplicity: 1
Kohn-Sham gap: 8.71 eV
LUMO energy: 0.98 eV
Largest force on an atom: 0.0299 hartree/bohr
Electronic energy: -9845.791 eV

=====

Density functional theory data (ωB97M-V/def2-TZVPD) for 15 unconnected molecules or ions with the total composition C62H165N19O22 at a distorted geometry.

Geometry (Å):
C1 4.584 -8.543 3.191
C2 3.802 -7.906 2.056
C3 4.509 -6.772 1.282
O1 3.748 -6.192 0.221
C4 2.555 -5.549 0.671
N1 3.477 -8.998 1.083
H1 3.976 -9.226 3.785
H2 4.985 -7.708 3.766
H3 5.434 -9.090 2.785
H4 2.854 -7.574 2.480
H5 5.462 -7.046 0.828
H6 4.740 -5.980 1.995
H7 1.832 -6.287 1.018
H8 2.125 -4.938 -0.122
H9 2.827 -4.879 1.487
H10 2.580 -9.380 1.347
H11 3.150 -8.576 0.226
C5 -5.025 5.568 0.406
C6 -6.338 4.873 0.892
C7 -6.290 3.999 2.159
O2 -7.517 3.361 2.262
C8 -7.415 2.262 3.125
N2 -7.374 5.856 0.951
H12 -4.273 4.783 0.328
H13 -4.562 6.304 1.063
H14 -5.115 6.069 -0.558
H15 -6.548 4.301 -0.012
H16 -6.048 4.543 3.072
H17 -5.483 3.283 2.003
H18 -8.421 1.875 3.288
H19 -7.063 2.553 4.114
H20 -6.845 1.446 2.680
H21 -8.199 5.540 1.441
H22 -7.052 6.562 1.598
C9 -6.252 -3.666 0.469
C10 -7.015 -3.029 1.635
C11 -6.211 -2.741 2.952
O3 -5.555 -3.870 3.470
C12 -4.615 -3.594 4.498
N3 -7.607 -1.817 1.174
H23 -5.927 -4.665 0.756
H24 -5.257 -3.261 0.284
H25 -6.852 -3.670 -0.441
H26 -7.839 -3.708 1.853
H27 -6.843 -2.259 3.698
H28 -5.464 -2.010 2.643
H29 -4.211 -4.513 4.923
H30 -5.078 -3.044 5.318
H31 -3.755 -3.131 4.016
H32 -6.892 -1.165 0.884
H33 -8.055 -2.028 0.295
C13 -3.698 -0.539 -2.633
C14 -4.880 -1.401 -2.039
C15 -6.201 -0.595 -1.847
O4 -6.131 0.288 -0.767
C16 -7.190 1.246 -0.711
N4 -5.284 -2.470 -3.007
H34 -3.496 0.185 -1.844
H35 -3.925 -0.033 -3.572
H36 -2.837 -1.207 -2.622
H37 -4.598 -1.850 -1.087
H38 -7.046 -1.264 -1.681
H39 -6.433 -0.160 -2.819
H40 -7.102 1.921 -1.563
H41 -7.135 1.767 0.245
H42 -8.226 0.914 -0.783
H43 -4.446 -2.925 -3.341
H44 -5.657 -2.083 -3.862
C17 -1.098 2.563 4.305
O5 -1.456 1.854 5.504
C18 -0.664 0.617 5.599
C19 -0.705 0.005 7.033
N5 0.259 0.475 8.010
C20 -0.077 1.861 8.486
C21 -1.236 1.940 9.491
O6 -0.819 1.359 10.720
C22 -1.813 1.381 11.737
H45 -0.085 2.958 4.396
H46 -1.831 3.331 4.059
H47 -1.191 1.889 3.454
H48 0.387 0.841 5.415
H49 -1.115 -0.083 4.896
H50 -0.515 -1.062 6.913
H51 -1.738 0.050 7.378
H52 1.119 0.471 7.480
H53 -0.393 2.414 7.602
H54 0.780 2.386 8.909
H55 -2.104 1.426 9.078
H56 -1.605 2.957 9.628
H57 -2.388 2.307 11.733
H58 -1.358 1.323 12.725
H59 -2.399 0.464 11.680
C23 3.463 4.018 -4.446
O7 3.849 2.879 -3.669
C24 3.820 1.716 -4.488
C25 4.287 0.525 -3.564
N6 5.756 0.664 -3.182
C26 6.639 0.606 -4.412
C27 8.098 0.608 -3.916
O8 8.948 0.830 -5.096
C28 9.435 -0.360 -5.697
H60 4.113 4.184 -5.305
H61 3.527 4.875 -3.776
H62 2.442 3.943 -4.823
H63 4.412 1.933 -5.377
H64 2.825 1.470 -4.861
H65 4.032 -0.410 -4.063
H66 3.654 0.519 -2.675
H67 5.932 -0.051 -2.492
H68 6.424 1.452 -5.064
H69 6.384 -0.282 -4.991
H70 8.379 -0.276 -3.344
H71 8.112 1.407 -3.175
H72 8.644 -1.068 -5.944
H73 10.016 -0.883 -4.937
H74 10.008 -0.113 -6.590
C29 -0.409 -1.676 -5.830
O9 -0.478 -2.455 -4.654
C30 -1.588 -3.375 -4.775
C31 -1.684 -4.324 -3.590
N7 -2.110 -3.776 -2.275
C32 -2.157 -4.752 -1.220
C33 -2.348 -4.093 0.137
O10 -1.126 -3.514 0.631
C34 -1.324 -2.180 1.051
H75 -1.415 -1.332 -6.071
H76 0.093 -2.264 -6.598
H77 0.237 -0.848 -5.540
H78 -1.455 -3.937 -5.699
H79 -2.496 -2.773 -4.817
H80 -0.695 -4.775 -3.509
H81 -2.385 -5.100 -3.899
H82 -1.418 -3.137 -1.912
H83 -1.135 -5.133 -1.210
H84 -2.973 -5.464 -1.344
H85 -2.662 -4.906 0.791
H86 -3.188 -3.400 0.185
H87 -1.755 -2.182 2.052
H88 -1.975 -1.621 0.379
H89 -0.387 -1.622 1.057
C35 3.400 -1.036 -6.891
O11 4.052 -1.746 -5.848
C36 3.832 -3.130 -5.867
C37 4.149 -3.730 -4.519
N8 3.603 -5.099 -4.452
C38 2.367 -5.124 -3.682
C39 2.206 -6.415 -3.006
O12 0.978 -6.455 -2.372
C40 0.838 -7.743 -1.714
H90 3.654 -1.480 -7.854
H91 3.811 -0.045 -6.698
H92 2.330 -0.989 -6.689
H93 4.459 -3.631 -6.605
H94 2.827 -3.394 -6.197
H95 3.847 -3.187 -3.623
H96 5.211 -3.968 -4.455
H97 4.388 -5.638 -4.117
H98 1.593 -4.897 -4.415
H99 2.303 -4.353 -2.914
H100 3.074 -6.567 -2.364
H101 2.080 -7.187 -3.766
H102 -0.106 -7.691 -1.171
H103 1.591 -7.969 -0.961
H104 0.836 -8.565 -2.430
C41 -3.810 0.610 2.035
O13 -2.605 1.047 1.318
C42 -2.648 2.382 0.823
C43 -1.275 2.634 0.205
N9 -1.120 1.697 -0.813
C44 0.246 1.618 -1.401
C45 0.366 0.314 -2.274
O14 0.755 -0.716 -1.379
C46 0.794 -2.017 -1.817
H105 -4.555 0.520 1.244
H106 -4.101 1.335 2.795
H107 -3.753 -0.401 2.437
H108 -2.872 3.015 1.683
H109 -3.459 2.486 0.102
H110 -0.504 2.602 0.975
H111 -1.163 3.640 -0.200
H112 -1.189 0.840 -0.282
H113 1.006 1.666 -0.622
H114 0.500 2.469 -2.033
H115 1.092 0.448 -3.076
H116 -0.618 0.137 -2.707
H117 1.372 -2.601 -1.101
H118 1.206 -2.012 -2.826
H119 -0.264 -2.257 -1.710
C47 -2.038 10.798 -0.192
O15 -2.134 9.403 0.029
C48 -1.179 8.968 0.956
C49 -1.384 7.470 1.364
N10 -0.988 6.416 0.413
C50 0.279 6.615 -0.199
C51 0.526 5.355 -1.002
O16 1.619 5.604 -1.870
C52 1.273 6.339 -3.012
H120 -1.089 11.191 -0.556
H121 -2.404 11.429 0.618
H122 -2.778 11.030 -0.958
H123 -1.227 9.511 1.899
H124 -0.132 9.064 0.668
H125 -2.462 7.473 1.526
H126 -0.896 7.099 2.265
H127 -1.602 6.393 -0.389
H128 1.032 6.732 0.581
H129 0.279 7.556 -0.748
H130 -0.353 5.064 -1.578
H131 0.835 4.543 -0.345
H132 0.740 5.722 -3.735
H133 2.132 6.590 -3.634
H134 0.724 7.278 -2.951
C53 3.030 -0.474 2.262
O17 4.139 -1.086 1.523
C54 4.287 -0.644 0.151
C55 5.819 -0.906 -0.197
N11 6.056 -1.742 -1.399
C56 5.715 -3.180 -1.266
C57 6.407 -3.929 -0.125
O18 7.797 -3.639 -0.228
C58 8.698 -4.534 0.301
H135 3.269 0.579 2.412
H136 2.866 -0.912 3.246
H137 2.109 -0.623 1.698
H138 4.151 0.437 0.106
H139 3.679 -1.178 -0.578
H140 6.238 -1.298 0.730
H141 6.315 0.047 -0.385
H142 7.065 -1.716 -1.364
H143 5.875 -3.579 -2.268
H144 4.637 -3.292 -1.145
H145 6.266 -5.005 -0.231
H146 5.976 -3.771 0.864
H147 8.835 -5.433 -0.299
H148 8.424 -4.913 1.286
H149 9.683 -4.067 0.287
C59 -4.773 0.771 6.120
O19 -4.154 -0.257 6.304
N12 -4.334 1.891 5.634
N13 -6.037 0.883 6.423
H150 -4.937 2.698 5.561
H151 -3.329 1.884 5.528
H152 -6.489 0.001 6.620
H153 -6.613 1.707 6.326
C60 4.689 3.301 -0.366
O20 5.142 3.335 0.777
N14 3.488 2.864 -0.743
N15 5.456 3.400 -1.413
H154 3.152 3.522 -1.433
H155 2.873 2.708 0.042
H156 6.410 3.702 -1.270
H157 5.209 3.093 -2.343
C61 2.048 3.705 2.373
O21 1.870 2.782 1.597
N16 1.341 4.742 2.300
N17 2.889 3.667 3.400
H158 0.642 4.747 1.571
H159 1.423 5.634 2.767
H160 2.921 4.474 4.007
H161 3.456 2.843 3.540
C62 -2.524 3.154 -4.348
O22 -2.765 4.029 -5.159
N18 -2.274 1.902 -4.638
N19 -2.394 3.326 -3.069
H162 -2.229 1.301 -3.828
H163 -2.307 1.548 -5.584
H164 -1.910 2.752 -2.394
H165 -2.455 4.261 -2.693

Computed properties:
Spin multiplicity: 1
Kohn-Sham gap: 8.23 eV
LUMO energy: 0.18 eV
Largest force on an atom: 0.1495 hartree/bohr
Electronic energy: -140314.530 eV

=====

The energy relative to the best compared isomer or geometry (same formula, charge and spin) results, record by record, are as follows: 1.488 2.386 eV.